Below is a 5-piece molecular cluster, CH13N3O4 overall, with properties calculated with ωB97M-V/def2-TZVPD.

Bonds (Å) are listed after each position.
Atoms and positions in Å:
1 N 0.61665 0.04495 0.44394  C2 1.265, H5 1.005
2 C -0.41577 0.75835 0.60434  N1 1.265, N3 1.366, N4 1.375
3 N -0.90741 1.22044 1.79218  C2 1.366, H6 1.002, H7 1.005
4 N -1.24329 0.99418 -0.46802  C2 1.375, H8 1.014, H9 1.010
5 H 1.22414 -0.16002 1.21850  N1 1.005
6 H -1.85303 1.52773 1.91968  N3 1.002
7 H -0.39280 1.01120 2.62978  N3 1.005
8 H -0.76554 0.99370 -1.36243  N4 1.014
9 H -1.81369 1.82481 -0.39696  N4 1.010
10 O 0.49805 1.20991 -2.98187  H11 0.964, H12 0.968
11 H 0.60983 0.69379 -3.78802  O10 0.964
12 H 0.92412 0.62456 -2.33896  O10 0.968
13 O 1.34922 -0.13131 3.60210  H14 0.965, H15 0.965
14 H 0.99646 -0.68612 4.30799  O13 0.965
15 H 2.29043 -0.11015 3.81188  O13 0.965
16 O 1.45694 -1.38559 -1.92187  H17 0.967, H18 0.978
17 H 0.58829 -1.80652 -1.86132  O16 0.967
18 H 1.55082 -0.82806 -1.12365  O16 0.978
19 O -1.43764 -1.94134 -1.74478  H20 0.963, H21 0.971
20 H -1.91778 -2.62009 -1.25802  O19 0.963
21 H -1.35802 -1.23442 -1.08449  O19 0.971

Frontier orbital gap   9.5 eV
SMILES   N=C(N)N.O.O.O.O
Energy relative to the best compared isomer or geometry (same formula, charge and spin)   0.0 kcal per mole
Charge   0